Record 1
{
  "formula": "C3H10NS",
  "method": "ωB97M-V/def2-TZVPD",
  "spin_multiplicity": 2,
  "energy_ev": -15596.8188,
  "charge": 0,
  "fmax_ha_per_bohr": 0.020,
  "molar_mass_g_mol": 92.2,
  "s2": 0.7527,
  "de_lowest_kcal_mol": 6.76,
  "orbital_gap_ev": [10.0, 6.9],
  "elements": ["C", "N", "H", "H", "H", "H", "H", "C", "C", "S", "H", "H", "H", "H", "H"],
  "positions_angstrom": [[0.547, -1.333, -2.124], [0.423, 0.001, -2.726], [-0.392, -1.826, -1.884], [1.033, -1.186, -1.156], [1.130, -1.998, -2.747], [0.571, 0.703, -2.013], [-0.502, 0.223, -3.073], [-0.326, 0.462, 2.736], [-0.314, 0.969, 1.293], [-1.434, 0.143, 0.204], [-0.228, -0.623, 2.771], [-1.270, 0.677, 3.239], [0.469, 0.931, 3.283], [0.704, 0.805, 0.911], [-0.411, 2.050, 1.286]],
  "forces_ev_per_a": [[-0.16, 0.57, 0.45], [-0.11, 0.33, 0.03], [-0.30, 0.00, -0.16], [0.28, -0.39, -0.11], [0.22, -0.11, -0.10], [0.13, -0.02, -0.06], [0.00, -0.42, -0.12], [-0.68, -0.38, -0.31], [0.67, -0.08, 0.78], [-0.25, 0.04, -0.19], [0.24, 0.03, -0.05], [-0.01, 0.19, -0.07], [0.43, 0.16, 0.41], [-0.13, -0.16, -0.27], [-0.33, 0.22, -0.22]]
}



Record 2
{
  "formula": "C3H10NS",
  "method": "ωB97M-V/def2-TZVPD",
  "spin_multiplicity": 2,
  "energy_ev": -15596.3001,
  "charge": 0,
  "fmax_ha_per_bohr": 0.051,
  "molar_mass_g_mol": 92.2,
  "s2": 0.7527,
  "de_lowest_kcal_mol": 18.72,
  "orbital_gap_ev": [10.2, 6.9],
  "elements": ["C", "S", "H", "H", "H", "C", "C", "N", "H", "H", "H", "H", "H", "H", "H"],
  "positions_angstrom": [[2.222, 1.136, -1.796], [0.480, 1.025, -1.358], [2.723, 0.160, -1.855], [2.543, 1.682, -2.676], [2.705, 1.579, -0.901], [-1.052, -1.722, 2.645], [-0.585, -0.975, 1.312], [-1.677, -0.416, 0.537], [-0.299, -2.003, 3.387], [-1.758, -0.999, 3.044], [-1.405, -2.653, 2.217], [0.203, -0.247, 1.578], [0.008, -1.689, 0.734], [-1.508, 0.580, 0.399], [-1.562, -0.634, -0.451]],
  "forces_ev_per_a": [[0.74, -0.52, 0.82], [0.79, 0.18, -0.59], [-0.49, -0.04, 0.03], [-0.56, 0.40, -0.09], [-0.24, 0.10, -0.37], [0.40, 0.96, -2.11], [2.06, -0.77, 1.46], [-0.03, 0.76, -0.76], [0.26, 0.51, -0.35], [-0.54, -0.76, 0.44], [-1.05, -0.11, 0.65], [-0.57, 0.23, -0.05], [-0.30, -0.13, -0.23], [-0.31, 0.13, 0.93], [-0.16, -0.95, 0.23]]
}



Record 3
{
  "formula": "C3H10NS",
  "method": "ωB97M-V/def2-TZVPD",
  "smiles": "C[C@@H]([NH3+])CS",
  "energy_ev": -15591.1149,
  "charge": 1,
  "fmax_ha_per_bohr": 0.088,
  "molar_mass_g_mol": 92.2,
  "de_lowest_kcal_mol": 22.76,
  "orbital_gap_ev": 10.5,
  "elements": ["C", "C", "N", "C", "S", "H", "H", "H", "H", "H", "H", "H", "H", "H", "H"],
  "positions_angstrom": [[-1.683, 0.257, 0.289], [-0.282, 0.256, -0.369], [0.658, 1.169, 0.379], [0.318, -1.209, -0.425], [1.998, -0.975, -1.023], [-2.679, -0.121, -0.174], [-1.521, -0.148, 1.337], [-1.869, 1.343, 0.533], [-0.325, 0.607, -1.402], [1.649, 0.679, 0.437], [0.475, 1.355, 1.286], [0.702, 2.099, 0.014], [-0.296, -1.794, -1.092], [0.322, -1.566, 0.601], [2.534, -1.952, -0.393]],
  "forces_ev_per_a": [[-0.39, 1.57, 1.88], [-1.21, -1.85, -0.80], [2.38, -1.88, -2.41], [-0.08, 2.20, 0.63], [-0.19, 0.82, -1.07], [2.40, 0.25, 0.34], [-0.58, -0.09, -1.21], [-0.27, -0.85, -0.44], [0.10, 0.30, 0.19], [-1.54, 0.95, -1.01], [-1.68, 0.11, 4.21], [0.42, 0.59, -1.06], [-0.14, -0.24, -0.01], [-0.05, -0.48, -0.09], [0.84, -1.39, 0.86]]
}



Record 4
{
  "formula": "C3H10NS",
  "method": "ωB97M-V/def2-TZVPD",
  "smiles": "C[C@H]([NH3+])CS",
  "energy_ev": -15590.3025,
  "charge": 1,
  "fmax_ha_per_bohr": 0.097,
  "molar_mass_g_mol": 92.2,
  "de_lowest_kcal_mol": 41.49,
  "orbital_gap_ev": 9.5,
  "elements": ["C", "C", "N", "C", "S", "H", "H", "H", "H", "H", "H", "H", "H", "H", "H"],
  "positions_angstrom": [[-0.476, 1.462, -0.102], [0.025, 0.131, 0.334], [1.624, 0.099, 0.267], [-0.573, -0.918, -0.581], [-2.063, -1.514, 0.437], [-0.987, 1.457, -1.084], [0.336, 2.207, -0.063], [-1.501, 1.710, 0.423], [-0.068, 0.037, 1.392], [1.909, -0.247, -0.550], [2.040, 0.985, 0.373], [2.040, -0.456, 1.005], [-0.848, -0.502, -1.507], [-0.064, -1.823, -1.051], [-1.395, -2.628, 0.708]],
  "forces_ev_per_a": [[-2.71, 1.52, -0.13], [1.86, -0.23, -0.93], [-2.16, 0.71, 3.31], [-0.60, -2.51, 0.98], [0.67, 0.17, -1.30], [1.32, -0.13, -0.13], [-1.00, 0.28, 0.24], [2.52, -0.04, 0.10], [-0.67, -0.71, 0.54], [1.51, -1.88, -4.37], [0.43, 1.77, 0.12], [-0.20, -0.52, 0.26], [-0.98, 1.11, -0.81], [0.17, 0.84, 1.76], [-0.16, -0.38, 0.36]]
}